Here is a structure of composition C35H43CeCl2N2O2P3 from the Open Molecules 2025 dataset. Energies are from ωB97M-V/def2-TZVPD.

For the HOMO-LUMO gap (spin up / spin down), the calculation gives 0.1360 / 0.1359 hartree. The LUMO energy (spin up / spin down) is -0.2759 / -0.2759 Ha. The calculation puts the calculated total energy at -4038.36176 Eh. The total charge is +2.

CARTESIAN COORDINATES (ANGSTROEM)
C: 0.403 -3.643 -0.926
C: 2.771 -2.315 -1.771
H: -5.959 -1.043 -3.134
H: 6.783 2.618 -5.665
C: 3.019 1.796 -5.144
C: 5.738 2.344 -5.482
C: 2.331 -2.757 0.998
H: 3.176 2.899 -3.253
C: -0.642 0.230 -6.546
H: -1.994 -0.932 -7.726
C: -5.060 -0.510 -2.791
C: -1.427 4.717 -4.486
H: -2.314 2.953 -0.701
O: -2.269 0.750 -3.492
C: 0.541 -2.179 -5.877
Ce: -0.063 -0.057 0.673
C: 1.094 -0.998 -5.372
C: -0.538 -2.173 -6.765
C: -1.010 3.865 2.819
H: 3.258 0.446 -6.833
H: -0.371 -3.728 -0.152
H: -4.424 -3.270 -4.089
H: 3.326 -1.370 -1.769
C: 0.315 3.236 -5.225
H: -0.932 -3.103 -7.192
H: 2.852 -1.898 1.435
H: -2.708 -1.279 0.382
C: 0.523 4.048 -6.372
H: -3.241 -2.076 -4.707
H: -1.780 1.214 -4.211
H: 5.625 1.061 -7.204
H: -1.881 6.361 -5.830
C: -2.072 -0.947 -0.455
Cl: 2.376 1.006 0.855
H: -1.912 5.352 4.806
H: 0.435 2.300 2.364
C: -2.090 4.586 2.298
H: -3.829 -3.730 -0.984
H: -2.169 5.030 -3.751
C: 3.765 1.146 -6.167
H: -4.660 0.133 -3.590
C: -2.561 4.247 1.030
H: -0.128 5.726 -7.494
C: -1.982 3.182 0.315
H: 3.444 -3.139 -1.501
C: -1.255 5.482 -5.648
C: -0.279 5.147 -6.594
H: -5.284 0.098 -1.901
P: -3.838 -1.752 -2.367
P: 1.356 1.896 -5.811
C: -2.428 -0.930 -1.758
H: -4.559 -2.296 -0.136
C: -4.476 -2.840 -1.092
C: -0.400 0.070 -1.771
H: -5.479 -3.156 -1.422
N: -0.987 4.992 4.994
H: 3.040 -3.542 0.696
C: 0.795 -0.040 -1.235
H: 0.945 -3.146 -5.589
H: -0.083 -3.472 -1.895
C: -0.662 3.563 -4.247
C: -0.465 2.834 2.029
C: 3.696 2.560 -4.156
C: -1.465 -0.285 -2.761
H: -0.660 5.065 5.940
H: 1.592 -3.117 1.724
C: -0.403 4.045 4.181
H: 5.605 3.452 -3.669
H: -2.689 -3.451 -3.676
H: -1.148 1.170 -6.771
Cl: -0.444 -1.237 2.892
H: 1.305 3.731 -7.081
H: -3.396 4.794 0.594
C: -3.497 -2.721 -3.850
H: 1.923 -1.055 -4.654
H: -2.547 5.395 2.872
H: -1.065 -0.943 -3.558
C: -1.132 -0.954 -7.073
H: 2.360 -2.485 -2.774
O: 0.570 3.398 4.521
C: 5.050 2.835 -4.368
C: 5.091 1.479 -6.364
P: 1.475 -2.237 -0.520
C: 0.551 0.251 -5.781
H: 1.028 -4.548 -0.960
H: 1.507 0.717 -1.594
N: -1.004 2.405 0.855
H: -0.767 2.997 -3.308

How positive or negative is each atom? The Löwdin charges in e answer that:
1 C -0.21
2 C -0.20
3 H 0.08
4 H 0.12
5 C -0.38
6 C -0.07
7 C -0.22
8 H 0.10
9 C -0.13
10 H 0.11
11 C -0.15
12 C -0.08
13 H 0.12
14 O -0.05
15 C -0.10
16 Ce 0.29
17 C -0.11
18 C -0.09
19 C -0.08
20 H 0.10
21 H 0.06
22 H 0.08
23 H 0.07
24 C -0.34
25 H 0.11
26 H 0.05
27 H 0.07
28 C -0.16
29 H 0.07
30 H 0.08
31 H 0.11
32 H 0.12
33 C -0.05
34 Cl 0.19
35 H 0.09
36 H 0.08
37 C 0.03
38 H 0.08
39 H 0.10
40 C -0.14
41 H 0.07
42 C -0.02
43 H 0.11
44 C -0.08
45 H 0.07
46 C -0.06
47 C -0.06
48 H 0.08
49 P 0.87
50 P 1.08
51 C -0.37
52 H 0.07
53 C -0.16
54 C -0.04
55 H 0.08
56 N 0.18
57 H 0.07
58 C -0.42
59 H 0.10
60 H 0.05
61 C -0.09
62 C -0.06
63 C -0.08
64 C -0.26
65 H 0.12
66 H 0.04
67 C -0.47
68 H 0.11
69 H 0.07
70 H 0.11
71 Cl 0.13
72 H 0.09
73 H 0.12
74 C -0.14
75 H 0.09
76 H 0.13
77 H 0.14
78 C -0.09
79 H 0.05
80 O 0.09
81 C -0.09
82 C -0.08
83 P 0.82
84 C -0.37
85 H 0.08
86 H 0.12
87 N -0.03
88 H 0.09

Here is a structure of composition C35H43ClN3O5PRbS4 from the Open Molecules 2025 dataset. Energies are from ωB97M-V/def2-TZVPD.

For the HOMO-LUMO gap, the calculation gives 0.2456 hartree. The LUMO energy is 0.0715 Ha. The calculation puts the calculated total energy at -4318.53146 Eh. The total charge is -1.

CARTESIAN COORDINATES (ANGSTROEM)
H: -3.933 2.536 3.272
N: 0.681 -2.295 -3.087
C: 2.041 -0.282 4.786
C: 2.121 5.570 -0.123
C: 2.358 -2.512 5.633
H: 3.020 -1.319 -0.860
H: 4.042 6.400 -2.779
O: 0.805 0.055 2.814
C: -4.528 -1.195 -0.252
H: 1.504 -4.097 4.506
H: -1.418 -0.950 3.109
C: 0.854 3.254 3.537
H: -0.878 3.642 -1.374
H: -2.459 -0.175 -2.217
C: -4.166 2.533 1.159
H: 3.040 7.404 -0.741
C: 0.386 -2.865 2.534
C: -2.364 5.095 -0.831
H: 3.463 4.418 1.724
C: 1.904 4.217 -0.383
H: -6.055 0.261 -0.613
Rb: 0.520 -0.059 0.095
H: -5.167 2.965 1.246
C: 2.449 3.674 -1.549
C: -0.631 4.298 0.658
H: 3.133 -0.727 6.557
C: -2.259 5.909 1.424
O: 2.753 1.841 -3.364
C: 2.134 -2.324 -3.155
H: 3.797 -3.233 -2.168
C: 3.442 5.796 -2.109
C: 2.860 4.154 2.583
H: 2.201 0.788 4.847
S: 2.146 1.978 -2.058
C: -1.351 -1.055 -3.715
S: -4.053 1.570 -0.368
Cl: 3.034 -3.562 6.864
H: 3.614 4.004 -3.297
H: -4.520 1.009 2.659
H: 2.435 -2.848 -4.069
C: 0.114 -1.316 -4.001
H: -1.888 -2.008 -3.693
C: -1.145 5.109 1.664
O: 2.754 1.144 -1.021
H: -0.670 5.131 2.636
H: 0.654 -0.355 -3.960
C: 3.216 4.460 -2.402
C: 1.371 3.443 4.808
C: 2.558 -1.121 5.727
C: 1.271 -0.753 3.656
H: -0.973 0.466 -2.402
C: 1.101 -2.189 3.592
C: -1.266 4.285 -0.589
C: -3.361 -1.425 2.287
P: 0.857 3.220 0.774
H: 0.220 -1.692 -5.025
H: 2.920 -2.669 0.067
C: 2.642 3.979 4.974
H: -3.475 3.361 0.997
H: -0.107 2.768 3.424
O: -0.187 -2.376 1.572
S: -2.941 -1.566 0.528
H: 1.679 6.013 0.762
N: -1.494 -0.409 -2.411
C: 3.389 4.319 3.857
O: 0.680 1.871 -2.070
H: -2.645 6.538 2.217
H: -2.837 5.077 -1.805
S: -2.135 1.145 2.488
C: 2.740 -3.025 -1.955
H: -5.263 -1.962 0.009
C: -2.423 -0.530 3.097
H: -3.333 -2.420 2.737
N: 2.545 -2.212 -0.755
H: 2.560 -1.309 -3.218
C: 2.886 6.356 -0.969
C: -3.816 1.816 2.458
H: 3.054 4.110 5.967
H: -4.327 -1.322 -1.319
H: -4.393 -1.079 2.364
H: -1.762 -0.459 -4.542
H: -5.476 0.260 1.035
C: -2.864 5.913 0.177
H: 2.237 -3.984 -1.809
H: 0.378 -3.972 2.650
H: -2.780 -0.491 4.129
C: 1.651 -3.025 4.587
H: -3.726 6.542 -0.010
H: 0.385 -2.097 -2.136
H: 4.392 4.712 3.971
H: 0.791 3.136 5.670
C: -5.153 0.177 -0.002
C: 1.578 3.639 2.406

How positive or negative is each atom? The Löwdin charges in e answer that:
1 H 0.07
2 N -0.06
3 C 0.00
4 C -0.10
5 C -0.69
6 H 0.04
7 H 0.10
8 O -0.19
9 C -0.55
10 H 0.10
11 H 0.03
12 C -0.13
13 H 0.10
14 H 0.02
15 C -0.54
16 H 0.10
17 C -0.25
18 C -0.09
19 H 0.10
20 C -0.33
21 H 0.07
22 Rb 0.81
23 H 0.08
24 C -0.24
25 C -0.35
26 H 0.10
27 C -0.10
28 O -0.33
29 C -0.25
30 H 0.10
31 C -0.08
32 C -0.08
33 H 0.09
34 S 0.39
35 C -0.27
36 S 0.85
37 Cl 0.58
38 H 0.10
39 H 0.05
40 H 0.11
41 C -0.25
42 H 0.11
43 C -0.09
44 O -0.46
45 H 0.10
46 H 0.11
47 C -0.06
48 C -0.10
49 C -0.12
50 C -0.40
51 H 0.03
52 C -0.14
53 C -0.09
54 C -0.50
55 P 1.10
56 H 0.11
57 H 0.07
58 C -0.10
59 H 0.03
60 H 0.06
61 O -0.13
62 S 0.86
63 H 0.11
64 N -0.01
65 C -0.09
66 O -0.45
67 H 0.10
68 H 0.11
69 S 0.88
70 C -0.27
71 H 0.07
72 C -0.51
73 H 0.08
74 N -0.03
75 H 0.12
76 C -0.08
77 C -0.52
78 H 0.10
79 H 0.06
80 H 0.06
81 H 0.10
82 H 0.05
83 C -0.11
84 H 0.11
85 H 0.12
86 H 0.08
87 C -0.10
88 H 0.10
89 H 0.07
90 H 0.10
91 H 0.11
92 C -0.53
93 C -0.35